No. 1
C45H45FeN6O6S2 | ωB97M-V/def2-TZVPD

```
105
Properties=species:S:1:pos:R:3:mulliken_spin:R:1
Fe -0.05428 -1.52636 -0.04522 2.529
O -0.09705 0.56594 -1.22477 0.007
S 1.29579 1.21111 -2.01720 0.005
C -1.26341 1.44197 -1.07079 -0.001
C -2.32550 1.31363 -2.15828 -0.001
C -3.58877 2.02503 -1.60461 0.037
C -4.39716 1.34051 -0.50645 0.007
S -4.80054 2.33430 0.90179 1.047
O -3.17713 2.49988 1.43189 0.253
C -3.27245 3.15419 2.66333 0.072
C -3.22845 2.41328 3.82101 0.010
C -3.26056 3.06863 5.05705 0.016
C -3.49488 4.45285 5.10902 0.003
C -3.69254 5.14869 3.90811 0.005
C -3.53146 4.54844 2.66032 -0.071
C 1.03948 0.73454 -3.65989 0.001
C 1.34334 -0.46257 -4.15515 0.000
C 1.24427 -0.68344 -5.49780 -0.001
C 0.79774 0.34343 -6.37886 0.001
C 0.32506 1.53827 -5.90284 -0.001
C 0.54036 1.73099 -4.50784 0.000
H -0.93252 2.46876 -0.89431 -0.001
H -1.85348 1.11710 -0.17292 0.010
H -2.55125 0.27278 -2.53779 -0.002
H -1.95201 1.90696 -3.01284 0.002
H -4.24661 2.18896 -2.46387 0.003
H -3.30343 3.00641 -1.19601 -0.015
H -3.91913 0.45816 -0.05754 -0.004
H -5.30635 0.97753 -0.92053 -0.004
H -3.06489 1.37972 3.87065 0.000
H -3.18919 2.48144 5.96204 0.000
H -3.53551 4.91374 6.04292 0.000
H -4.00518 6.19412 3.85430 0.000
H -3.67294 5.00093 1.73072 -0.005
H 1.73533 -1.23045 -3.45608 0.000
H 1.60015 -1.67383 -5.90452 0.000
H 0.73885 0.10978 -7.44073 0.000
H -0.00806 2.29235 -6.56077 0.000
H 0.24119 2.65300 -4.05548 0.000
O 1.72448 -1.74478 -0.87401 0.039
C 2.61220 -2.75231 -0.39426 0.007
C 1.59778 -3.81180 0.46161 0.009
O 1.96555 -4.90389 0.82261 -0.001
O 0.43741 -3.33342 0.66717 -0.022
C 3.52838 -2.23947 0.61747 0.000
C 3.66817 -0.86688 0.95653 -0.016
C 4.29750 -0.45424 2.09836 0.000
C 4.99460 -1.42742 2.86618 0.000
C 4.93777 -2.75676 2.46032 0.000
C 4.25196 -3.17035 1.33476 0.001
C 3.24586 -3.39906 -1.60346 -0.005
C 2.59002 -4.40276 -2.31825 0.001
C 3.10071 -4.77482 -3.55145 0.000
C 4.32012 -4.25997 -4.02206 0.000
C 4.99115 -3.34534 -3.22840 0.000
C 4.45973 -2.89234 -2.03707 -0.003
H 2.21295 -0.91277 -1.08847 0.001
H 3.12374 -0.11200 0.41672 0.005
H 4.38967 0.57263 2.37580 0.000
H 5.59259 -1.10933 3.71838 0.000
H 5.43845 -3.45795 3.08270 0.000
H 4.27800 -4.22374 1.01372 0.000
H 1.76485 -4.83908 -1.94697 0.000
H 2.53180 -5.52127 -4.17845 0.000
H 4.64855 -4.44799 -5.03384 0.000
H 5.88594 -2.91641 -3.67790 0.000
H 5.02152 -2.17430 -1.44463 -0.001
C -5.52877 -3.70481 -0.44200 0.000
N -4.21346 -3.10949 -0.64015 0.000
C -3.42895 -3.13904 -1.87614 -0.002
C -2.25866 -2.30384 -1.42946 -0.003
O -1.18833 -2.15178 -1.98134 0.012
N -2.45335 -1.89417 -0.11457 0.034
C -3.62876 -2.37966 0.30428 0.002
N -4.13209 -2.15691 1.53666 0.000
H -6.17529 -3.39065 -1.28102 0.000
H -6.01975 -3.27740 0.40435 0.000
H -5.52197 -4.80878 -0.35079 0.000
H -4.01219 -2.77024 -2.74341 0.000
H -2.97504 -4.13327 -2.02162 0.000
H -3.58801 -1.49891 2.08127 0.000
H -4.85089 -2.69900 1.94147 -0.001
C 0.72962 -0.63857 3.98983 0.000
C 0.50074 -1.15658 2.74797 0.012
N 0.13573 -0.37601 1.71478 0.056
C 0.14744 0.93818 1.90678 0.009
C 0.39069 1.54995 3.09048 -0.013
C 0.69894 0.71959 4.13142 -0.001
C 0.16191 2.99897 3.37996 0.008
C 0.71856 4.05354 2.85208 -0.003
C 1.78909 3.95240 1.79674 0.001
C 1.73284 4.84369 0.69350 0.000
C 2.62633 4.58878 -0.34853 0.000
N 3.54918 3.63672 -0.27633 0.000
C 3.48897 2.89050 0.78997 0.000
N 2.65818 2.92458 1.82658 0.000
H 0.90090 -1.31320 4.83069 0.000
H 0.54951 -2.25250 2.54158 -0.006
H -0.29005 1.60874 1.04294 -0.020
H 0.89625 1.10081 5.14195 0.000
H -0.56492 3.18444 4.17097 0.000
H 0.46246 5.05421 3.21805 0.000
H 1.00482 5.63493 0.64742 0.000
H 2.61668 5.32457 -1.20810 0.000
H 4.28344 2.11726 0.82854 0.000
```

Calculated values
HOMO-LUMO gap (alpha / beta) = 2.340 / 2.406 eV
Multiplicity = 5
ΔE to the lowest compared entry with this formula, charge and spin = 681.0 kJ/mol
<S²> = 6.109
Total charge = +1
LUMO energy (alpha / beta) = -4.45 / -5.93 eV

***

No. 2
C3Cl6S | ωB97M-V/def2-TZVPD

```
10
Properties=species:S:1:pos:R:3:mulliken_spin:R:1
C 0.81289 -0.10109 -0.10531 0.434
C -1.02803 0.43274 -1.28826 0.462
C 0.65143 -0.50214 1.33667 -0.007
S 1.94428 -0.30462 -1.14333 0.826
Cl -0.46336 0.55451 -2.81974 0.047
Cl -1.90987 -1.10812 -1.11628 0.086
Cl -2.03438 1.81645 -0.78764 0.069
Cl 1.89212 0.50749 2.31993 0.033
Cl -0.93720 -0.08587 1.81859 0.004
Cl 0.98331 -2.18139 1.49244 0.047
```

Calculated values
HOMO-LUMO gap (alpha / beta) = 6.339 / 7.364 eV
Multiplicity = 3
<S²> = 2.028
LUMO energy (alpha / beta) = -0.96 / -3.29 eV

***

No. 3
C6H14N6 | ωB97M-V/def2-TZVPD

```
26
Properties=species:S:1:pos:R:3:nbo_charge:R:1
C 0.05310 1.16522 2.00892 0.351
C -0.25971 -0.47174 -1.91649 0.706
C 0.23115 -0.90183 1.13681 -0.019
C -1.13656 0.37020 0.18799 0.078
C 1.19597 -0.88469 0.03430 0.095
C -1.73733 2.54990 1.29655 -0.427
N 0.58547 0.02426 2.10121 -0.538
N 0.62536 -1.31101 -1.25571 -0.609
N -0.90510 1.41073 1.12055 -0.458
N -0.90798 0.45088 -1.20021 -0.571
N -0.53751 -0.73758 -3.16137 -0.715
N 2.40418 -1.82440 0.42846 -0.667
H 0.42418 1.96862 2.67782 0.241
H -0.39554 -1.74155 1.49210 0.270
H -2.00844 -0.29740 0.56213 0.229
H 1.73024 0.05760 0.08719 0.243
H -1.29680 3.28269 2.02320 0.257
H -1.72408 3.33743 0.42053 0.214
H -2.73850 2.22472 1.37923 0.225
H 1.03124 -2.03813 -1.78694 0.424
H -1.49505 1.00913 -1.77226 0.428
H 0.06921 -1.45380 -3.67018 0.440
H -1.07334 -0.21497 -3.77092 0.445
H 3.32831 -1.33153 0.23171 0.476
H 2.22573 -2.65473 -0.02939 0.430
H 2.31179 -1.98799 1.37477 0.452
```

Calculated values
HOMO-LUMO gap = 9.039 eV
ΔE to the lowest compared entry with this formula, charge and spin = 76.5 kJ/mol
Total charge = +2
LUMO energy = -6.80 eV

***

No. 4
C3H3F3O | ωB97M-V/def2-TZVPD

```
10
Properties=species:S:1:pos:R:3:nbo_charge:R:1
C -1.22407 -0.48009 -0.56993 0.159
C -1.49649 -0.41954 0.74266 0.106
C 2.03997 -0.80517 0.13368 0.552
O 1.25939 -1.75310 0.36068 -0.662
F -2.09494 -1.07104 -1.39720 -0.310
F -2.57003 -1.04898 1.28740 -0.325
F 1.84624 0.12268 1.12732 -0.394
H -0.22710 -0.11575 -0.96102 0.193
H -0.75972 -0.11848 1.48151 0.176
H 0.63905 -1.72464 1.16391 0.505
```

Calculated values
HOMO-LUMO gap = 10.741 eV
ΔE to the lowest compared entry with this formula, charge and spin = 335.6 kJ/mol
LUMO energy = 0.48 eV

***

No. 5
C32H77N3O8 | ωB97M-V/def2-TZVPD

```
120
Properties=species:S:1:pos:R:3:mulliken_charge:R:1
C 0.53384 14.99900 -8.20273 -1.549
C 1.54318 13.79494 -8.36593 1.682
C 1.19098 13.08497 -9.68605 -2.112
C 2.94417 14.37035 -8.69120 -1.733
C 3.56582 15.07021 -7.40901 0.203
C 3.69188 14.05378 -6.31362 -1.512
C 2.30739 13.43008 -5.97019 1.984
C 2.56452 12.16714 -5.04856 -1.985
C 1.50135 14.41110 -5.08704 -1.171
N 1.61546 12.95326 -7.17223 0.444
O 0.43460 12.22654 -6.93605 -0.469
H 0.72031 15.74466 -7.42987 0.103
H 0.51016 15.58892 -9.11900 0.445
H -0.42590 14.59301 -7.88308 0.455
H 0.19541 12.64734 -9.61243 0.428
H 1.14880 13.73945 -10.55667 0.342
H 1.92893 12.30064 -9.85444 0.523
H 3.56132 13.54514 -9.04655 0.484
H 3.04271 14.98323 -9.58717 0.491
H 4.47300 15.63869 -7.61386 0.520
H 2.81172 15.79429 -7.10058 -0.426
H 3.97107 14.55839 -5.38868 0.253
H 4.42938 13.31253 -6.62141 0.384
H 3.29431 12.35841 -4.26185 0.381
H 2.97632 11.33051 -5.61297 0.471
H 1.65227 11.79017 -4.58618 0.438
H 1.50096 14.11141 -4.03904 0.366
H 0.46147 14.49442 -5.40298 0.228
H 1.88849 15.41912 -4.93831 -0.094
H 0.59103 11.34605 -7.28513 0.336
C 1.05531 20.06716 -4.36471 -1.876
C -0.23344 19.17908 -4.08499 2.135
C 0.03874 18.16065 -2.98454 -1.628
C -1.39256 20.12320 -3.72071 -1.386
C -2.85524 19.57397 -3.84901 -0.775
C -3.14177 19.01390 -5.26602 -1.254
C -1.91699 18.14379 -5.78824 1.394
C -2.19538 16.68705 -5.29010 -1.159
C -2.05254 18.06689 -7.34554 -1.663
N -0.56593 18.57540 -5.39764 -0.135
O 0.41989 17.82725 -5.94354 0.066
H 0.96542 20.70618 -5.24316 0.428
H 1.16268 20.67773 -3.46818 0.490
H 1.89540 19.45180 -4.68672 0.166
H 0.58911 17.26010 -3.25695 -0.343
H 0.59937 18.58749 -2.15291 0.620
H -0.92419 17.75586 -2.67308 0.488
H -1.17918 20.48990 -2.71666 0.443
H -1.28336 20.99848 -4.36107 0.399
H -3.04614 18.79485 -3.11102 0.346
H -3.50826 20.39564 -3.55486 0.438
H -3.38286 19.80136 -5.98009 0.450
H -4.07871 18.45703 -5.25463 0.415
H -3.21962 16.39679 -5.52414 0.476
H -2.09519 16.63397 -4.20602 0.353
H -1.56600 15.95450 -5.79542 -0.138
H -1.73610 18.99517 -7.82121 0.484
H -3.11207 17.98403 -7.58768 0.417
H -1.40036 17.34230 -7.83312 0.112
H 0.79622 18.43727 -6.58218 0.281
C 3.51625 17.72560 2.59486 -2.100
C 3.86662 16.57174 1.67672 1.769
C 5.17937 16.79061 0.89911 -1.370
C 4.09842 15.35331 2.65585 -1.236
C 4.01213 13.99976 1.97203 -0.538
C 2.68579 13.84048 1.24162 -1.241
C 2.50367 14.96211 0.15365 1.473
C 3.38293 14.57803 -1.03140 -1.261
C 1.02405 14.91799 -0.29133 -1.502
N 2.75370 16.28127 0.76178 0.164
O 2.46470 17.33079 -0.16277 -0.394
H 2.65242 17.52623 3.22901 0.461
H 4.37101 17.98692 3.21872 0.393
H 3.23860 18.62138 2.03936 0.355
H 5.34085 15.86340 0.34928 0.245
H 5.12441 17.54767 0.11684 0.127
H 6.04978 17.10537 1.47481 0.468
H 5.09150 15.47143 3.08938 0.394
H 3.39107 15.40744 3.48339 0.411
H 4.85818 13.78036 1.32074 0.322
H 4.01826 13.33435 2.83533 0.391
H 1.86013 13.88465 1.95186 0.404
H 2.73336 12.86333 0.76099 0.380
H 4.39454 14.30721 -0.72907 0.312
H 3.59867 15.36225 -1.75704 -0.125
H 3.07446 13.67720 -1.56193 0.484
H 0.25215 14.93813 0.47800 0.353
H 0.88647 13.99399 -0.85293 0.450
H 0.72023 15.74025 -0.93916 0.006
H 3.00594 17.13626 -0.93142 0.330
C 7.77051 19.34714 -1.87770 -0.157
O 8.09980 20.67716 -1.48733 -0.558
H 8.59021 18.78922 -2.33038 0.328
H 7.42593 18.89308 -0.94862 0.272
H 7.03502 19.36996 -2.68183 -0.177
H 8.72310 20.69465 -0.75740 0.294
C 7.06524 19.80292 -6.24142 -0.682
O 5.83090 19.06696 -6.29128 -0.458
H 7.89654 19.26684 -6.69930 0.286
H 6.89136 20.69939 -6.83658 0.367
H 7.33877 20.11397 -5.23319 0.212
H 5.09478 19.61354 -6.00671 0.256
C 7.46459 15.57654 -5.04516 -0.709
O 6.79666 16.76885 -4.57042 -0.347
H 7.01323 15.22077 -5.97134 0.215
H 8.49822 15.81977 -5.29120 0.251
H 7.51627 14.81752 -4.26457 0.307
H 6.55145 17.27996 -5.34517 0.177
C 3.69751 17.54520 -3.32954 -0.494
O 4.90229 17.53177 -2.60018 0.149
H 3.94773 17.50342 -4.38961 0.598
H 2.93156 16.81375 -3.07187 -0.099
H 3.31610 18.56293 -3.24676 -0.041
H 5.59480 17.25221 -3.20340 0.080
C 4.93211 21.20666 -2.34249 -0.125
O 5.34689 22.35343 -3.11099 -0.566
H 5.62284 20.96436 -1.53485 0.233
H 4.01621 21.47349 -1.81521 0.339
H 4.75011 20.29343 -2.90905 -0.138
H 6.25842 22.18687 -3.36190 0.308
```

Calculated values
HOMO-LUMO gap = 8.229 eV
ΔE to the lowest compared entry with this formula, charge and spin = 228.2 kJ/mol
SMILES string = CC1(C)CCCC(C)(C)N1O.CC1(C)CCCC(C)(C)N1O.CC1(C)CCCC(C)(C)N1O.CO.CO.CO.CO.CO
LUMO energy = 0.38 eV

***

No. 6
C3H7NO | ωB97M-V/def2-TZVPD

```
12
Properties=species:S:1:pos:R:3:nbo_charge:R:1
O -1.18489 -0.45729 0.95583 -0.713
C -0.87932 -0.71275 -0.41886 -0.090
C 0.22878 0.19528 -0.88549 -0.141
C 1.37554 0.05248 0.03124 -0.261
N 0.62622 1.28042 0.11203 -0.564
H -0.86024 -1.29216 1.27711 0.474
H -1.77877 -0.54029 -1.02970 0.179
H -0.52870 -1.73937 -0.50126 0.167
H 0.33130 0.40670 -1.97693 0.216
H 1.26329 -0.65512 0.86943 0.168
H 2.38212 0.18979 -0.27873 0.198
H -0.06347 1.11579 0.84785 0.367
```

Calculated values
HOMO-LUMO gap = 10.379 eV
ΔE to the lowest compared entry with this formula, charge and spin = 251.4 kJ/mol
SMILES string = OC[C@@H]1CN1
LUMO energy = 0.80 eV

***

No. 7
C44H28AsN4PdS4 | ωB97M-V/def2-TZVPD

```
82
Properties=species:S:1:pos:R:3:mulliken_charge:R:1
Pd 0.05885 -0.34257 1.57200 0.950
C 3.91264 5.88241 -0.99187 -0.328
C 4.19296 5.38705 0.27413 -0.951
C 3.50865 4.28233 0.76248 0.159
C 2.53633 3.65725 -0.01330 -0.861
C 2.25957 4.16132 -1.28135 0.271
C 2.94245 5.26587 -1.77048 -0.815
C 1.78710 2.46540 0.49781 0.948
C 0.45023 2.68513 0.95403 0.363
C -0.01806 4.05583 1.08236 -1.020
C -1.25630 4.00221 1.57544 -1.527
C -1.60012 2.59941 1.71434 0.151
N -0.48206 1.80010 1.33043 0.143
C -2.87026 2.21279 1.99117 0.799
C -3.23814 0.80403 1.97484 0.353
C -3.77176 0.06030 0.99609 -0.390
C -3.56846 -1.36773 0.95644 -0.728
C -2.40428 -1.84481 1.50202 0.252
C -1.81445 -3.13544 1.15571 0.575
C -2.70704 -4.26741 0.82576 0.059
C -2.43667 -5.10314 -0.25803 -0.483
C -3.26960 -6.17201 -0.55506 -0.747
C -4.38988 -6.41826 0.22530 -0.385
C -4.67606 -5.58440 1.29915 -0.797
C -3.84664 -4.51474 1.59339 -0.071
C -0.47031 -3.29936 1.21275 -0.005
N 0.47519 -2.26930 1.30560 -0.037
C 1.68181 -2.83602 1.37763 0.530
C 2.90365 -2.13969 1.34535 1.156
C 4.18056 -2.88964 1.51333 -0.626
C 4.99305 -2.60803 2.61151 -0.062
C 6.20161 -3.26701 2.78672 -0.774
C 6.61362 -4.22490 1.87075 -0.359
C 5.81113 -4.51599 0.77618 -0.773
C 4.60644 -3.85026 0.59819 -0.072
C 2.97870 -0.78435 1.07510 0.183
C 4.22087 -0.11674 0.66644 -1.258
C 3.90283 1.13235 0.32108 -1.345
C 2.46861 1.29357 0.58641 0.458
N 1.95819 0.10144 1.01332 0.074
C 1.54505 -4.28737 1.39286 -1.340
C 0.24103 -4.56716 1.24560 -1.059
N -1.63513 -1.09834 2.36592 -0.535
C -3.88982 3.17507 2.48132 0.091
C -3.59932 4.03830 3.53764 0.042
C -4.57182 4.90620 4.01431 -0.839
C -5.83762 4.92003 3.44797 -0.432
C -6.13981 4.04405 2.41218 -0.727
C -5.17674 3.16639 1.94358 -0.437
H 4.44458 6.74670 -1.36977 0.374
H 4.94320 5.86663 0.89058 0.389
H 3.70896 3.89885 1.75553 0.448
H 1.49998 3.67866 -1.88526 0.430
H 2.71746 5.64457 -2.75992 0.372
H 0.55965 4.93039 0.83796 0.427
H -1.92445 4.82122 1.77782 0.528
H -4.17614 0.53682 0.10644 0.363
H -4.14582 -1.98911 0.28535 0.418
H -1.57418 -4.89451 -0.87856 0.512
H -3.04789 -6.80735 -1.40337 0.375
H -5.04142 -7.25172 -0.00529 0.375
H -5.54963 -5.76994 1.91121 0.387
H -4.06889 -3.86255 2.42842 0.493
H 4.66059 -1.86651 3.32855 0.530
H 6.81929 -3.03433 3.64512 0.389
H 7.55533 -4.74143 2.00804 0.378
H 6.12812 -5.25627 0.05179 0.366
H 3.99195 -4.06507 -0.26819 0.509
H 5.18611 -0.59400 0.62227 0.447
H 4.55382 1.90583 -0.05041 0.492
H 2.36122 -4.98147 1.50399 0.571
H -0.23027 -5.53594 1.22380 0.568
H -2.62286 3.99364 4.00593 0.462
H -4.33742 5.56310 4.84234 0.401
H -6.59447 5.59772 3.82320 0.371
H -7.13124 4.03827 1.97659 0.388
H -5.41985 2.46529 1.15444 0.325
S 2.28507 3.26289 4.03108 -0.456
As 0.88318 1.93219 4.76536 0.586
S 1.11474 -0.07850 4.41840 -0.346
S -2.51441 -0.06502 3.33607 -0.191
S -0.74900 2.62746 5.82213 -0.453
```

Calculated values
HOMO-LUMO gap (alpha / beta) = 5.150 / 5.151 eV
ΔE to the lowest compared entry with this formula, charge and spin = 0.0 kJ/mol
Total charge = -1
LUMO energy (alpha / beta) = 0.78 / 0.78 eV